{
  "formula": "C21H26AsN3O4PbSSe4Te",
  "method": "ωB97M-V/def2-TZVPD",
  "symbols": ["Pb", "Se", "Se", "Te", "Se", "O", "S", "O", "O", "C", "N", "C", "C", "C", "N", "C", "C", "C", "N", "C", "C", "H", "H", "H", "H", "H", "H", "C", "As", "C", "C", "O", "H", "H", "H", "H", "H", "H", "H", "H", "H", "C", "C", "C", "C", "C", "C", "Se", "C", "C", "C", "H", "H", "H", "H", "H", "H", "H", "H", "H", "H", "H"],
  "xyz": [[1.773, -0.117, 0.722], [4.424, 0.173, -0.708], [5.672, -1.031, 0.694], [5.053, -3.385, 0.146], [3.540, -3.054, -1.572], [-6.599, -6.430, 2.418], [-5.156, -6.472, 2.358], [-4.469, -5.651, 3.338], [-4.572, -7.785, 2.142], [-4.746, -5.673, 0.788], [-5.590, -5.774, -0.251], [-5.190, -5.244, -1.395], [-3.970, -4.600, -1.554], [-3.181, -4.538, -0.421], [-3.560, -5.062, 0.732], [-1.858, -3.844, -0.369], [-1.256, -3.253, -1.477], [-0.063, -2.579, -1.309], [0.556, -2.478, -0.132], [-0.001, -3.079, 0.919], [-1.196, -3.763, 0.852], [-5.878, -5.326, -2.231], [-3.679, -4.187, -2.509], [-1.708, -3.301, -2.459], [0.408, -2.080, -2.151], [0.519, -2.975, 1.866], [-1.639, -4.229, 1.722], [-2.202, 2.183, 1.592], [-2.002, 0.662, 0.457], [-2.218, 1.187, -1.364], [-3.419, -0.552, 0.863], [-0.562, -0.163, 0.713], [-3.262, 2.376, 1.747], [-1.713, 3.047, 1.147], [-1.726, 1.945, 2.541], [-3.226, 1.575, -1.507], [-2.070, 0.303, -1.982], [-1.479, 1.945, -1.614], [-4.387, -0.065, 0.753], [-3.293, -0.903, 1.887], [-3.351, -1.405, 0.189], [5.629, 6.623, -0.323], [4.641, 5.488, -0.297], [4.311, 4.793, -1.453], [3.358, 3.781, -1.457], [3.063, 3.066, -2.749], [2.713, 3.460, -0.254], [1.212, 2.275, -0.311], [3.067, 4.102, 0.940], [2.492, 3.769, 2.293], [4.026, 5.110, 0.886], [6.023, 6.781, -1.326], [6.471, 6.431, 0.345], [5.159, 7.551, 0.005], [4.804, 5.049, -2.385], [3.679, 3.469, -3.552], [2.014, 3.162, -3.031], [3.269, 1.997, -2.668], [1.874, 2.875, 2.271], [1.874, 4.588, 2.666], [3.299, 3.615, 3.010], [4.297, 5.615, 1.808]],
  "nbo_charge": [1.22, -0.29, 0.03, 0.62, -0.20, -0.99, 2.40, -1.01, -1.00, 0.15, -0.40, 0.08, -0.31, 0.18, -0.44, 0.01, -0.25, 0.03, -0.50, 0.05, -0.22, 0.19, 0.21, 0.22, 0.19, 0.20, 0.28, -1.00, 2.01, -1.00, -0.99, -1.25, 0.25, 0.26, 0.26, 0.25, 0.25, 0.27, 0.25, 0.27, 0.26, -0.63, 0.02, -0.22, -0.01, -0.63, -0.24, -0.38, 0.08, -0.66, -0.25, 0.22, 0.22, 0.22, 0.21, 0.22, 0.23, 0.21, 0.21, 0.22, 0.22, 0.21],
  "homo_ev": -7.1,
  "charge": 0,
  "orbital_gap_ev": 3.02,
  "total_energy_ev": -380457.8832,
  "relative_energy_kj_mol": 75.1
}

---

{
  "formula": "C29H35BBr2N10PV",
  "method": "ωB97M-V/def2-TZVPD",
  "symbols": ["V", "C", "C", "C", "C", "N", "N", "B", "N", "C", "C", "C", "C", "N", "N", "C", "C", "C", "C", "N", "N", "C", "C", "C", "C", "N", "H", "H", "H", "H", "H", "H", "H", "H", "H", "H", "H", "H", "H", "H", "H", "H", "H", "H", "H", "H", "Br", "C", "C", "C", "N", "C", "C", "C", "C", "C", "Br", "C", "C", "N", "H", "H", "H", "H", "H", "H", "C", "P", "C", "C", "H", "H", "H", "H", "H", "H", "H", "H", "H"],
  "xyz": [[-0.074, -0.629, -0.646], [-2.731, -0.479, -3.080], [-2.657, 0.618, -2.081], [-3.440, 1.813, -1.943], [-2.951, 2.396, -0.775], [-1.956, 1.645, -0.223], [-1.780, 0.528, -1.084], [-0.679, 2.053, 0.645], [-0.334, 0.929, 1.707], [-0.478, 0.850, 3.056], [-0.188, -0.432, 3.504], [0.130, -1.177, 2.343], [0.348, -2.645, 2.236], [0.104, -0.362, 1.273], [0.577, 2.202, -0.289], [1.054, 3.311, -0.882], [1.499, 3.010, -2.177], [1.353, 1.620, -2.292], [1.557, 0.800, -3.524], [0.879, 1.093, -1.148], [-0.983, 3.419, 1.371], [-2.106, 3.722, 2.137], [-1.746, 4.507, 3.212], [-0.323, 4.687, 3.025], [0.659, 5.463, 3.842], [0.121, 4.062, 1.938], [-3.376, -1.314, -2.691], [-3.157, -0.088, -4.034], [-1.720, -0.905, -3.283], [-4.199, 2.135, -2.639], [-3.225, 3.355, -0.386], [-0.761, 1.716, 3.607], [-0.161, -0.808, 4.506], [1.061, -3.009, 3.011], [-0.604, -3.198, 2.391], [0.738, -2.940, 1.230], [0.973, 4.266, -0.388], [1.852, 3.656, -2.967], [1.033, 1.311, -4.381], [2.632, 0.739, -3.817], [1.170, -0.237, -3.435], [-3.056, 3.303, 1.878], [-2.362, 4.874, 4.005], [0.327, 6.477, 4.122], [0.946, 4.971, 4.792], [1.584, 5.544, 3.232], [-5.573, -4.583, 0.144], [-4.020, -3.560, 0.024], [-3.986, -2.360, 0.730], [-2.819, -1.620, 0.619], [-1.746, -2.011, -0.117], [-1.803, -3.201, -0.758], [-2.945, -4.009, -0.725], [-0.552, -3.487, -1.482], [-0.280, -4.735, -2.041], [0.952, -4.951, -2.628], [1.337, -6.596, -3.397], [1.904, -3.935, -2.669], [1.534, -2.711, -2.148], [0.342, -2.465, -1.573], [-4.816, -1.992, 1.307], [-2.703, -0.655, 1.109], [-3.032, -4.926, -1.301], [-1.006, -5.537, -2.010], [2.887, -4.103, -3.096], [2.204, -1.856, -2.221], [3.204, 1.080, 1.244], [2.833, -0.416, 0.234], [4.216, -0.285, -0.978], [3.612, -1.637, 1.363], [4.230, 1.003, 1.658], [2.463, 1.148, 2.060], [3.122, 1.973, 0.608], [5.178, -0.120, -0.443], [4.013, 0.560, -1.654], [4.334, -1.190, -1.591], [4.674, -1.376, 1.520], [3.567, -2.673, 0.964], [3.127, -1.628, 2.352]],
  "mulliken_spin": [1.96, 0.02, 0.00, 0.00, 0.01, 0.00, 0.00, -0.04, 0.03, 0.06, 0.01, 0.04, 0.03, -0.04, 0.04, 0.08, 0.05, -0.01, 0.01, 0.02, 0.00, 0.00, 0.00, 0.00, 0.00, 0.00, 0.00, 0.00, -0.01, 0.00, 0.00, 0.00, 0.00, 0.00, 0.00, -0.01, 0.00, 0.00, 0.00, 0.00, -0.01, 0.00, 0.00, 0.00, 0.00, 0.00, 0.00, 0.01, 0.00, 0.03, -0.05, -0.02, 0.00, 0.05, 0.01, 0.00, 0.00, 0.01, 0.07, 0.01, 0.00, 0.00, 0.00, 0.00, 0.00, -0.03, 0.04, 0.39, 0.06, 0.09, 0.02, -0.01, -0.01, 0.03, 0.00, -0.01, 0.03, 0.00, 0.00],
  "homo_ev": [-16.0, -16.0],
  "charge": 3,
  "orbital_gap_ev": [6.35, 3.36],
  "total_energy_ev": -221257.8585,
  "relative_energy_kj_mol": 0.0,
  "spin_multiplicity": 4,
  "s2": 3.77
}

---

{
  "formula": "C3H6INO3",
  "method": "ωB97M-V/def2-TZVPD",
  "symbols": ["C", "C", "C", "N", "O", "O", "O", "I", "H", "H", "H", "H", "H", "H"],
  "xyz": [[0.260, 1.485, 0.276], [-1.001, -0.917, 0.599], [0.473, 0.218, -0.454], [0.175, 0.378, -1.789], [0.780, 1.555, 1.514], [-0.707, 2.196, -0.017], [-0.143, -1.837, 1.103], [2.380, -0.719, -0.302], [-1.502, -1.212, -0.338], [-1.283, -0.141, 1.298], [1.007, 0.680, 1.759], [-0.316, -0.288, -2.313], [-0.108, 1.306, -1.947], [-0.017, -2.703, 0.613]],
  "nbo_charge": [0.68, 0.04, -0.13, -0.86, -0.67, -0.59, -0.70, 0.07, 0.19, 0.21, 0.49, 0.37, 0.39, 0.51],
  "homo_ev": -8.4,
  "charge": 0,
  "orbital_gap_ev": 8.59,
  "total_energy_ev": -18938.9521,
  "relative_energy_kj_mol": 288.3
}

---

{
  "formula": "C47H46KP5S4",
  "method": "ωB97M-V/def2-TZVPD",
  "symbols": ["K", "S", "P", "C", "P", "S", "C", "C", "C", "C", "C", "C", "C", "C", "C", "C", "C", "C", "C", "C", "C", "C", "C", "C", "C", "C", "C", "C", "C", "C", "H", "H", "H", "H", "H", "H", "H", "H", "H", "H", "H", "H", "H", "H", "H", "H", "H", "H", "H", "H", "C", "P", "C", "C", "C", "C", "C", "C", "C", "P", "C", "C", "H", "H", "H", "H", "H", "H", "H", "H", "H", "H", "H", "H", "H", "H", "H", "H", "S", "P", "S", "C", "C", "C", "C", "C", "C", "C", "C", "C", "C", "C", "C", "H", "H", "H", "H", "H", "H", "H", "H", "H", "H"],
  "xyz": [[0.667, 0.793, 0.564], [1.488, -1.614, 2.962], [1.455, -2.636, 1.210], [0.985, -1.850, -0.143], [0.014, -1.927, -1.462], [-0.454, -0.198, -2.359], [0.558, -3.084, -2.802], [0.011, -3.039, -4.081], [0.396, -3.960, -5.044], [1.339, -4.936, -4.742], [1.898, -4.982, -3.474], [1.504, -4.059, -2.511], [-1.586, -2.762, -1.023], [-1.838, -4.111, -1.244], [-3.015, -4.701, -0.797], [-3.957, -3.952, -0.113], [-3.713, -2.602, 0.124], [-2.543, -2.018, -0.331], [0.481, -4.182, 1.495], [-0.716, -4.100, 2.206], [-1.539, -5.206, 2.342], [-1.175, -6.422, 1.777], [0.012, -6.516, 1.066], [0.831, -5.402, 0.925], [3.158, -3.331, 1.071], [3.946, -3.009, -0.024], [5.238, -3.516, -0.140], [5.741, -4.358, 0.837], [4.956, -4.684, 1.940], [3.678, -4.166, 2.059], [-0.708, -2.260, -4.308], [-0.035, -3.916, -6.038], [1.642, -5.651, -5.499], [2.640, -5.734, -3.232], [1.928, -4.075, -1.515], [-1.109, -4.718, -1.768], [-3.183, -5.757, -0.972], [-4.872, -4.413, 0.240], [-4.443, -2.003, 0.656], [-2.365, -0.958, -0.177], [-0.986, -3.151, 2.656], [-2.474, -5.117, 2.882], [-1.818, -7.288, 1.882], [0.305, -7.459, 0.617], [1.760, -5.490, 0.371], [3.527, -2.343, -0.772], [5.846, -3.249, -0.996], [6.744, -4.758, 0.749], [5.351, -5.337, 2.710], [3.067, -4.392, 2.926], [-0.987, 5.442, 1.054], [-0.456, 3.913, 1.907], [1.210, 4.461, 2.468], [-1.339, 4.030, 3.527], [-2.195, 5.090, 3.835], [-2.854, 5.157, 5.052], [-2.663, 4.159, 5.994], [-1.828, 3.096, 5.692], [-1.170, 3.009, 4.466], [-0.132, 1.534, 4.039], [0.934, 1.416, 5.533], [-1.343, 0.202, 4.403], [-0.877, 6.345, 1.658], [-2.009, 5.355, 0.681], [-0.326, 5.534, 0.190], [1.155, 5.373, 3.067], [1.817, 4.631, 1.578], [1.672, 3.667, 3.059], [-2.353, 5.879, 3.113], [-3.513, 5.992, 5.263], [-3.168, 4.201, 6.951], [-1.696, 2.309, 6.426], [0.371, 1.392, 6.469], [1.627, 2.258, 5.550], [1.515, 0.496, 5.440], [-1.752, 0.258, 5.414], [-0.827, -0.750, 4.254], [-2.159, 0.264, 3.682], [1.571, 6.588, -2.329], [1.023, 4.682, -2.383], [1.734, 3.431, -1.010], [1.344, 3.964, -4.044], [1.527, 4.776, -5.156], [1.708, 4.209, -6.411], [1.701, 2.829, -6.561], [1.519, 2.015, -5.451], [1.348, 2.579, -4.195], [-0.819, 4.568, -2.344], [-1.615, 5.686, -2.565], [-2.999, 5.578, -2.518], [-3.596, 4.351, -2.258], [-2.804, 3.231, -2.046], [-1.421, 3.341, -2.084], [1.537, 5.851, -5.019], [1.858, 4.848, -7.273], [1.840, 2.389, -7.541], [1.510, 0.937, -5.547], [1.227, 1.934, -3.333], [-1.135, 6.639, -2.749], [-3.612, 6.457, -2.681], [-4.676, 4.269, -2.221], [-3.250, 2.265, -1.846], [-0.809, 2.468, -1.902]],
  "nbo_charge": [0.89, -0.83, 1.45, -1.68, 1.42, -0.79, -0.37, -0.13, -0.25, -0.23, -0.22, -0.21, -0.25, -0.25, -0.21, -0.25, -0.22, -0.22, -0.37, -0.20, -0.21, -0.24, -0.25, -0.16, -0.38, -0.21, -0.21, -0.24, -0.26, -0.13, 0.23, 0.20, 0.19, 0.20, 0.24, 0.22, 0.20, 0.19, 0.20, 0.22, 0.23, 0.20, 0.19, 0.20, 0.21, 0.25, 0.20, 0.19, 0.19, 0.22, -0.96, 0.83, -0.94, -0.33, -0.22, -0.22, -0.22, -0.24, -0.23, 0.82, -0.94, -0.95, 0.20, 0.23, 0.27, 0.21, 0.27, 0.22, 0.21, 0.20, 0.20, 0.20, 0.20, 0.23, 0.25, 0.20, 0.27, 0.23, -0.73, 1.15, -0.74, -0.28, -0.24, -0.23, -0.23, -0.22, -0.21, -0.40, -0.14, -0.26, -0.23, -0.21, -0.20, 0.23, 0.19, 0.19, 0.22, 0.26, 0.23, 0.19, 0.20, 0.22, 0.26],
  "homo_ev": -2.0,
  "charge": -2,
  "orbital_gap_ev": 5.91,
  "total_energy_ev": -155602.3803,
  "relative_energy_kj_mol": 0.0
}

---

{
  "formula": "C20H35BBrN3O8STa",
  "method": "ωB97M-V/def2-TZVPD",
  "symbols": ["C", "C", "C", "Br", "Ta", "C", "C", "C", "C", "S", "O", "O", "O", "C", "C", "C", "O", "N", "C", "C", "C", "C", "C", "C", "C", "O", "O", "N", "C", "O", "B", "O", "N", "C", "C", "H", "H", "H", "H", "H", "H", "H", "H", "H", "H", "H", "H", "H", "H", "H", "H", "H", "H", "H", "H", "H", "H", "H", "H", "H", "H", "H", "H", "H", "H", "H", "H", "H", "H", "H"],
  "xyz": [[-3.252, 0.136, -3.571], [-2.811, 1.380, -2.770], [-2.661, 1.150, -1.246], [-4.065, 2.175, -0.311], [-0.575, 1.589, -0.445], [0.308, 0.353, -2.181], [-0.285, -1.057, -2.399], [0.521, -2.126, -1.678], [0.136, -3.562, -2.068], [-1.056, -4.370, -1.034], [-0.351, -4.915, 0.097], [-1.887, -5.196, -1.851], [-1.981, -3.201, -0.513], [-0.858, -0.166, 1.010], [0.422, -0.613, 1.741], [0.197, -1.874, 2.543], [-0.654, -1.957, 3.387], [1.023, -3.051, 2.287], [2.375, -2.771, 1.979], [2.994, -3.354, 0.880], [4.317, -3.067, 0.587], [5.036, -2.189, 1.385], [4.424, -1.624, 2.495], [3.107, -1.915, 2.799], [-0.379, 3.526, -1.650], [0.604, 3.362, -2.685], [1.524, 4.475, -2.680], [1.394, 1.934, 0.406], [2.270, 2.186, -0.390], [3.191, 2.269, -1.126], [-1.376, 3.102, 1.247], [-1.896, 4.395, 1.051], [-1.242, 2.623, 2.659], [-0.206, 3.394, 3.357], [-2.546, 2.609, 3.337], [-4.076, 0.389, -4.240], [-2.445, -0.236, -4.201], [-3.602, -0.665, -2.923], [-3.550, 2.163, -2.928], [-1.883, 1.757, -3.197], [-2.928, 0.114, -1.036], [0.155, 0.918, -3.105], [1.395, 0.247, -2.097], [-1.329, -1.148, -2.094], [-0.270, -1.302, -3.468], [0.403, -2.015, -0.601], [1.573, -2.011, -1.940], [-0.280, -3.605, -3.073], [0.999, -4.224, -2.023], [-1.717, -2.904, 0.372], [-1.626, 0.066, 1.749], [-1.240, -0.989, 0.395], [0.692, 0.173, 2.448], [1.242, -0.732, 1.035], [0.624, -3.567, 1.504], [2.436, -4.039, 0.253], [4.782, -3.522, -0.278], [6.061, -1.939, 1.155], [4.987, -0.950, 3.127], [2.628, -1.473, 3.664], [-1.337, 3.800, -2.111], [-0.101, 4.345, -0.989], [2.332, 4.011, -2.415], [-1.260, 5.106, 1.154], [-0.549, 3.717, 4.340], [0.106, 4.298, 2.819], [0.699, 2.797, 3.490], [-2.628, 3.399, 4.087], [-3.363, 2.714, 2.623], [-2.696, 1.656, 3.854]],
  "nbo_charge": [-0.61, -0.45, -0.74, -0.01, 2.27, -1.03, -0.39, -0.40, -0.68, 2.39, -0.97, -0.93, -0.89, -0.96, -0.53, 0.70, -0.54, -0.70, 0.26, -0.29, -0.18, -0.25, -0.19, -0.28, -0.62, -0.31, -0.48, -0.85, 0.83, -0.59, 0.75, -1.06, -0.85, -0.40, -0.41, 0.20, 0.20, 0.20, 0.22, 0.22, 0.22, 0.25, 0.22, 0.20, 0.18, 0.20, 0.22, 0.25, 0.25, 0.52, 0.26, 0.18, 0.26, 0.21, 0.40, 0.21, 0.21, 0.21, 0.21, 0.22, 0.19, 0.21, 0.47, 0.49, 0.19, 0.16, 0.19, 0.17, 0.21, 0.19],
  "homo_ev": -4.4,
  "charge": -1,
  "orbital_gap_ev": 6.54,
  "total_energy_ev": -125260.3291
}